# 1
Formula: C5H12N2O
Source: the OMol25 dataset
Level of theory: ωB97M-V/def2-TZVPD

```
20
Properties=species:S:1:pos:R:3:nbo_charge:R:1
C 2.210 -0.116 -0.940 -0.630
C 1.635 -0.417 0.421 -0.401
C -0.208 -0.538 0.353 -0.034
C -0.782 -1.864 0.068 -0.653
C -0.455 0.700 0.515 0.344
N -0.020 1.975 0.373 -0.851
N -2.263 0.824 0.565 -0.473
O -2.974 0.965 -0.668 -0.598
H 1.799 -0.782 -1.705 0.206
H 2.014 0.915 -1.246 0.215
H 3.298 -0.256 -0.947 0.209
H 1.842 -1.437 0.751 0.199
H 1.988 0.257 1.202 0.190
H -0.756 -2.498 0.959 0.223
H -0.217 -2.367 -0.722 0.227
H -1.818 -1.724 -0.258 0.239
H 0.662 2.238 1.074 0.388
H -0.840 2.584 0.395 0.411
H -2.735 0.060 1.048 0.336
H -2.381 1.480 -1.238 0.453
```

SMILES string = CC/C(C)=C(\N)NO
LUMO = 0.912 eV
M = 116.16 g/mol
Frontier orbital gap = 0.3089 hartree
HOMO energy = -0.2754 hartree
Energy above the lowest of the compared OMol25 structures with the same formula, charge and spin = 146.9 kcal/mol


# 2
Formula: C40H36ClNO14
Source: the OMol25 dataset
Level of theory: ωB97M-V/def2-TZVPD

```
92
Properties=species:S:1:pos:R:3:lowdin_charge:R:1
C -1.601 -5.490 -0.829 0.003
C -1.828 -4.073 -0.321 -0.516
O -2.429 -3.918 0.678 0.130
N -1.363 -2.941 -1.030 -0.120
C -0.213 -3.220 -1.890 -0.074
C -2.458 -2.220 -1.714 -0.161
C -2.917 -1.005 -0.898 -0.150
C -2.056 0.270 -1.116 -0.166
C -1.190 0.679 0.095 -0.127
C -0.373 -0.471 0.659 -0.326
O -0.972 -1.212 1.710 0.099
C -0.676 -0.498 2.841 -0.598
O -1.228 -0.592 3.821 0.239
O 0.398 0.329 2.631 0.040
C 0.914 -0.135 1.391 -0.657
Cl 2.056 0.875 0.530 0.742
H -1.745 -5.507 -1.910 0.074
H -0.639 -5.905 -0.549 0.089
H -2.396 -6.087 -0.402 0.082
H -0.328 -4.097 -2.536 0.077
H 0.725 -3.297 -1.341 0.090
H -0.096 -2.373 -2.564 0.085
H -2.221 -1.964 -2.743 0.097
H -3.325 -2.890 -1.754 0.123
H -2.933 -1.243 0.160 0.105
H -3.933 -0.781 -1.220 0.107
H -2.729 1.106 -1.285 0.104
H -1.420 0.155 -1.994 0.105
H -0.476 1.437 -0.227 0.099
H -1.852 1.126 0.835 0.132
H -0.008 -0.990 -0.226 0.140
H 1.350 -1.119 1.556 0.131
O -7.041 -0.632 -7.382 0.112
C -5.992 -0.559 -6.779 -0.385
C -5.231 -1.776 -6.399 0.013
C -4.080 -1.689 -5.738 0.023
C -3.508 -0.377 -5.352 -0.383
O -2.456 -0.299 -4.749 0.087
C -4.268 0.839 -5.730 0.022
C -5.419 0.755 -6.392 0.023
H -5.661 -2.724 -6.689 0.107
H -3.509 -2.564 -5.452 0.122
H -3.834 1.788 -5.439 0.122
H -5.988 1.631 -6.678 0.123
O 3.229 4.528 3.371 0.100
C 2.767 3.976 4.349 -0.379
C 2.855 4.594 5.695 0.018
C 2.351 3.983 6.766 0.026
C 1.680 2.664 6.660 -0.384
O 1.221 2.109 7.636 0.105
C 1.592 2.049 5.312 0.029
C 2.095 2.657 4.242 0.024
H 3.348 5.556 5.754 0.085
H 2.407 4.416 7.757 0.122
H 1.099 1.086 5.252 0.110
H 2.040 2.222 3.252 0.086
O 9.930 7.185 4.629 0.110
C 8.770 7.134 4.975 -0.385
C 8.022 5.853 4.980 0.025
C 6.748 5.799 5.358 0.028
C 6.022 7.017 5.793 -0.366
O 4.859 6.966 6.139 0.089
C 6.768 8.298 5.789 0.023
C 8.042 8.353 5.411 0.023
H 8.569 4.975 4.660 0.123
H 6.185 4.874 5.367 0.121
H 6.219 9.175 6.108 0.122
H 8.604 9.277 5.401 0.123
O 0.274 -1.759 8.668 0.115
C 0.877 -2.084 7.670 -0.380
C 0.242 -2.025 6.329 0.032
C 0.908 -2.389 5.236 0.019
C 2.308 -2.865 5.306 -0.384
O 2.913 -3.193 4.305 0.096
C 2.945 -2.924 6.645 0.017
C 2.282 -2.562 7.740 0.023
H -0.781 -1.673 6.292 0.123
H 0.462 -2.355 4.252 0.106
H 3.969 -3.275 6.676 0.120
H 2.728 -2.598 8.726 0.121
O -5.134 -3.562 -8.764 0.090
C -4.293 -3.206 -9.563 -0.375
C -4.331 -1.851 -10.162 0.025
C -3.411 -1.457 -11.038 0.026
C -2.305 -2.358 -11.452 -0.385
O -1.466 -1.999 -12.248 0.112
C -2.268 -3.715 -10.851 0.023
C -3.189 -4.108 -9.975 0.022
H -5.146 -1.209 -9.848 0.120
H -3.422 -0.473 -11.488 0.124
H -1.456 -4.358 -11.165 0.123
H -3.179 -5.092 -9.525 0.122
```

SMILES string = CC(=O)N(C)CCCC[C@@H]1OC(=O)O[C@@H]1Cl.O=C1C=CC(=O)C=C1.O=C1C=CC(=O)C=C1.O=C1C=CC(=O)C=C1.O=C1C=CC(=O)C=C1.O=C1C=CC(=O)C=C1
LUMO = -1.862 eV
M = 790.17 g/mol
Frontier orbital gap = 0.2755 hartree
HOMO energy = -0.3439 hartree


# 3
Formula: C3H6N2OS
Source: the OMol25 dataset
Level of theory: ωB97M-V/def2-TZVPD

```
13
Properties=species:S:1:pos:R:3:nbo_charge:R:1
C -2.887 -0.573 0.142 -0.206
N -1.712 -0.453 -0.339 -0.190
N -1.119 0.629 -0.350 -0.430
C 0.360 0.676 -0.186 0.585
O 0.962 1.633 -0.091 -0.546
S 1.061 -1.044 -0.198 0.090
C 2.917 -0.375 0.038 -0.767
H -3.738 0.263 0.154 0.151
H -3.494 -1.534 0.206 0.193
H -1.615 1.440 0.292 0.338
H 3.656 -1.245 -0.480 0.266
H 2.957 0.726 -0.441 0.259
H 2.652 -0.142 1.252 0.257
```

SMILES string = C=NNC(=O)SC
LUMO = 0.594 eV
M = 118.16 g/mol
Frontier orbital gap = 0.3556 hartree
HOMO energy = -0.3337 hartree
Energy above the lowest of the compared OMol25 structures with the same formula, charge and spin = 118.1 kcal/mol